Record 1
The following is a quantum chemistry calculation of a structure of composition C62H66ClGe2MnN7O4PS2 at a distorted geometry, from the Open Molecules 2025 dataset.

Element x y z (Å)
C 0.092 -2.802 3.592
H -1.475 -5.993 -3.103
H 2.922 0.602 6.137
C -1.640 -4.456 -1.618
Ge 1.758 0.325 2.667
C -2.515 2.647 -3.924
H 0.893 -6.481 -2.582
H -5.417 -2.589 -6.294
C 0.362 -5.720 -2.025
H -2.717 -3.108 -5.877
C -4.131 0.705 -4.284
H -4.319 2.285 -2.850
N 0.170 -0.787 -1.632
H -3.451 -1.173 -2.859
C 2.772 -3.783 1.310
C -2.899 3.481 -4.972
H -1.514 -2.990 -0.053
C 0.170 -3.602 2.455
H -1.875 -0.407 -1.126
H 3.009 -3.313 4.292
H -4.854 -2.541 -4.622
C 3.214 2.777 -1.870
Cl 0.485 5.363 -5.934
H -4.608 -0.923 -7.968
H 2.676 0.819 -1.236
N -0.717 1.783 0.492
H 2.273 -2.414 5.627
C 2.362 3.224 3.016
C -2.776 -2.224 -6.515
H 1.466 5.592 -1.235
H -4.566 1.272 -5.107
C 5.168 -3.832 0.842
H -5.393 6.258 2.043
C -1.479 2.120 4.801
C -1.195 -4.478 4.730
H -2.225 1.685 6.770
C 4.188 -5.459 2.308
H 4.484 1.015 1.590
H -1.586 -6.268 3.609
H 0.560 -1.828 3.599
H -3.068 -2.561 -7.512
H -4.952 0.182 -3.787
H -5.536 3.857 1.537
H 2.057 -5.231 -0.807
C 1.019 -5.016 -1.026
H 5.142 5.117 2.578
Ge 3.530 -0.774 4.047
H -0.620 -0.161 7.149
C 3.193 4.336 3.035
C -1.507 1.423 6.002
C -2.738 -1.305 -3.671
N -3.608 2.198 1.234
C -3.249 6.303 2.066
C -3.403 3.560 1.474
H 4.661 0.239 6.105
H 6.015 -3.400 0.324
C 5.298 -4.947 1.655
C -5.054 -1.927 -5.504
H -4.965 0.430 -6.906
C -0.601 0.394 6.218
H -2.290 4.967 -6.405
N -1.418 -1.135 -3.078
N -0.284 -1.483 -3.722
H -2.679 -4.243 -1.842
H -2.212 0.905 -6.007
H -1.781 -1.781 -6.571
C 0.345 -4.029 -0.319
H -1.270 3.628 1.433
H -0.882 2.077 -2.654
H 6.268 -5.413 1.779
C 2.412 1.862 -1.208
C -1.119 -5.291 3.606
N -2.847 1.080 1.314
H 5.957 2.967 1.650
H -2.183 2.925 4.616
H 2.084 -5.302 2.663
C 0.332 0.069 5.241
C -0.588 -3.232 4.722
C -3.799 -1.196 -5.994
C 4.110 1.942 2.005
Mn 1.055 -0.656 0.554
C 0.928 3.637 -0.572
H -1.732 -4.818 5.608
C -0.963 -5.440 -2.326
C 0.381 0.764 4.033
H 5.295 -0.893 2.139
H -2.785 -2.338 -4.004
H 3.997 1.535 5.082
C -1.132 -0.720 -1.843
C -4.564 4.332 1.632
H -5.858 -1.228 -5.260
H 4.022 -2.702 5.610
C 2.903 4.128 -1.866
H -0.407 -5.496 1.601
C -0.275 3.533 -4.092
C -4.484 5.681 1.923
H -1.125 6.021 1.977
H 1.688 -1.438 -3.025
H -0.539 2.330 2.897
S 3.638 -1.906 -0.414
C -2.167 4.197 1.592
C 2.804 2.005 2.501
S -1.025 -0.739 1.390
C 3.921 -3.259 0.692
C 1.744 4.545 -1.224
H 0.017 3.972 -0.101
H -3.024 1.168 -2.469
H 1.366 3.308 3.431
H -0.647 -2.581 5.587
H -3.339 0.233 -7.594
O 4.841 -1.525 -1.086
C 4.489 4.253 2.549
H 5.988 -0.236 3.616
C 3.153 -2.483 4.983
C 1.274 2.276 -0.511
H -3.192 7.355 2.318
H -3.930 3.484 -5.314
H 0.748 3.558 -3.745
H 4.102 2.427 -2.384
H 3.546 4.841 -2.367
C -1.202 2.703 -3.482
C -1.986 4.322 -5.591
P 1.118 -3.016 0.989
C -0.673 4.330 -5.151
H 5.716 -1.982 3.467
C -2.098 5.551 1.888
C -0.546 1.785 3.830
C 5.316 -0.999 3.218
C -3.506 1.701 -3.291
H 1.038 -0.734 5.429
C -3.151 -0.350 -4.844
O 3.070 -0.806 0.441
C 0.649 -1.255 -2.828
C 4.946 3.049 2.033
O 2.562 -2.433 -1.233
N 0.484 1.339 0.184
H 2.828 5.270 3.448
C 2.934 -4.884 2.146
H -4.565 1.928 1.337
O -1.977 0.276 -5.316
C 3.805 0.543 5.498
C -4.198 -0.297 -7.174
C -0.988 -3.750 -0.618
H 4.294 -6.321 2.955
C -1.583 0.942 1.042
C -0.449 -4.855 2.472

## Properties
Frontier orbital gap (alpha / beta) (eV): 4.98 / 6.26
Expectation value of S²: 6.49
2S+1: 5
Largest force on an atom (Eh/bohr): 0.041
E_HOMO (alpha / beta) (eV): -6.38 / -6.92
Calculated total energy (hartree): -9989.19237

---

Record 2
The following is a quantum chemistry calculation of a structure of composition C62H68Cl2F3N11NiO3 at a distorted geometry, from the Open Molecules 2025 dataset.

Element x y z (Å)
H 0.703 -5.174 -3.796
H -2.781 3.414 -0.314
C 5.719 -2.429 -0.873
H 4.059 4.874 -6.040
C 3.423 4.007 -5.938
H 0.650 2.653 -7.127
C -5.383 2.113 -1.950
C 1.540 -0.298 6.675
H -2.044 4.960 1.778
C -1.691 3.127 4.595
H -4.779 -2.884 -4.303
C 0.955 7.305 2.825
N -3.593 4.573 3.184
H -0.681 -5.929 0.226
H 2.040 -0.435 4.570
C -3.877 3.951 4.297
H 8.630 -1.635 1.416
H 2.214 2.141 4.410
H -4.868 4.018 4.720
H 4.436 -1.120 0.233
H 2.697 -4.870 -1.494
H -4.271 -0.790 -3.312
H -0.561 -3.038 3.370
H 2.275 -6.040 -3.553
H 4.976 -2.827 -1.548
H 2.525 -1.094 -1.586
H -0.490 2.740 -3.871
C -4.365 1.086 -0.077
C -3.184 -3.922 -3.308
C 0.958 6.059 2.239
C 3.056 5.601 3.340
Cl -4.426 -0.387 4.025
C -5.943 3.087 -1.155
H 3.785 4.833 3.553
H -5.564 1.959 -3.003
H 1.467 3.712 -2.733
C 0.486 0.771 1.708
H -4.967 -4.446 2.054
C 2.421 3.741 -6.842
C -0.592 3.029 -2.835
H 3.211 1.589 -3.775
H 2.165 -4.385 -3.871
H -1.909 -4.453 -7.425
H -2.685 2.607 -2.678
N 3.086 6.836 3.874
C 1.447 1.941 7.536
H 1.065 0.087 8.668
H -3.086 -2.842 1.778
C -2.978 -3.832 1.360
H 2.613 -2.973 0.542
H 0.942 -3.171 5.188
H 1.432 -1.370 6.753
C -3.039 3.138 4.972
H 1.153 1.075 -5.201
C -3.935 -2.825 -3.631
C -2.309 4.494 2.716
F -0.122 0.996 2.906
H 1.432 -5.929 -1.305
Ni -0.482 -2.746 -0.033
H 0.076 0.706 -1.966
H -1.053 0.832 0.245
C 2.897 2.218 -4.594
H 0.112 7.941 2.596
H 3.346 -3.057 4.792
C -3.622 -1.594 -2.998
C -2.111 -3.768 -2.420
H 2.260 -0.035 -2.911
H -6.121 3.795 0.837
O -1.321 -1.047 1.054
C 5.430 -1.538 0.162
C 2.232 -2.908 1.550
F 0.767 1.906 1.181
C 1.672 -5.169 -3.297
H 1.147 -1.428 -2.643
H -3.428 -4.864 -3.777
C 7.762 -1.640 0.773
H 1.333 4.376 -0.411
H 0.157 5.845 1.548
H -2.290 0.469 3.681
C 1.326 -3.106 4.181
C -0.922 -1.288 -6.992
H -0.714 -4.694 -5.277
C 6.470 -1.100 1.017
C 1.768 1.944 -5.384
C 1.728 -0.635 -2.172
H -1.962 -2.179 -8.579
N -1.769 -2.592 -1.750
H 2.293 4.356 -7.720
H -0.286 3.737 3.090
N 7.993 -2.542 -0.192
H -0.989 2.745 5.321
C 0.876 0.275 -1.364
C 2.674 -3.025 3.947
C -0.468 0.030 0.697
H 7.336 -3.512 -1.889
C 0.435 4.058 -0.921
H -2.117 -0.517 -1.943
O 0.892 -3.945 -1.145
C -2.553 -6.556 0.932
H 2.042 8.640 4.081
H -1.570 -4.677 -2.201
H -3.618 0.384 0.265
F 1.634 0.197 1.937
N -0.777 4.029 -0.245
C -4.871 2.069 0.736
C -2.455 -1.513 -2.190
H -2.352 -7.617 0.888
H -2.201 -1.285 3.810
C -0.782 -3.732 -5.764
H -6.474 3.923 -1.585
N -4.667 1.086 -1.423
C 1.661 -4.990 -1.810
C 1.980 5.167 2.506
H 6.315 -0.443 1.861
H 4.197 -3.096 2.484
C -1.629 -5.570 0.598
C 1.935 1.592 5.297
C -3.779 -6.143 1.405
N -1.762 -4.209 0.756
C -2.646 -0.391 4.248
C -1.512 -2.358 -7.614
N 0.863 -2.918 1.746
N 3.685 3.263 -4.864
C -1.809 2.976 -2.166
C 1.530 2.702 -6.504
C 0.484 -3.026 3.097
N -0.168 -1.360 -5.865
Cl -2.256 -0.194 5.995
H -3.301 2.648 5.898
H 1.938 4.166 2.103
C -5.647 3.065 0.198
H 1.445 1.111 -0.959
C 0.515 3.607 -2.235
H 0.277 -2.649 -4.262
C -0.189 -2.560 -5.232
H 1.090 2.658 8.260
N 1.738 2.498 6.318
C 1.992 7.637 3.685
C 3.129 -3.012 2.620
O 0.321 -0.570 -0.341
C -1.302 3.837 3.441
C -1.842 3.460 -0.847
H -0.834 -0.313 -7.447
C 1.315 0.590 7.746
C -1.440 -3.585 -6.987
H -4.575 -6.858 1.555
C 7.012 -2.944 -1.029
C -4.035 -4.769 1.614
H -4.690 2.107 1.800
C 1.867 0.201 5.425

## Properties
Frontier orbital gap (alpha / beta) (eV): 7.58 / 7.55
Expectation value of S²: 2.00
2S+1: 3
Largest force on an atom (Eh/bohr): 0.071
E_HOMO (alpha / beta) (eV): -7.62 / -7.58
ΔE to the lowest compared entry with this formula, charge and spin (kcal/mol): 15.6
Calculated total energy (hartree): -5959.52586

---

Record 3
The following is a quantum chemistry calculation of a cluster of 15 separate species, C62H70B6Cl2F30N10O6S2 in total at a distorted geometry, from the Open Molecules 2025 dataset.

Element x y z (Å)
C 10.659 -3.993 -2.204
H -1.449 -5.149 -4.919
H 3.191 13.585 5.443
F -2.316 -6.447 -3.176
F 0.673 -6.085 -0.162
C 9.634 -5.587 -3.638
C -2.434 -1.537 -0.411
B -5.170 -8.266 -1.848
C 2.862 12.728 2.272
C 2.181 -1.323 3.680
C 2.757 11.520 4.714
H 11.878 -5.151 -4.942
B -7.349 -3.885 0.466
H -4.358 -2.415 -0.246
F -3.333 -2.159 4.419
H -0.818 -0.179 1.871
F -6.470 -4.373 -3.178
C -5.992 4.403 0.537
F -3.285 -2.497 2.215
H -4.199 -5.425 -4.778
F -1.436 -1.904 3.373
H 2.996 13.193 1.306
H 1.316 3.424 -3.360
C -1.050 -1.889 -0.352
H 3.065 15.258 2.226
S -0.716 3.987 1.267
B -7.348 -3.989 -4.161
H -3.180 3.570 -0.891
H 4.080 9.518 5.080
H 7.260 -1.992 -1.140
H -3.681 -5.818 -0.833
H 0.306 -3.544 -0.629
F 0.673 -5.965 1.982
B -0.023 -6.429 0.928
H 12.275 -6.245 -3.577
H 3.799 4.824 4.585
H 3.190 2.482 -0.070
H 12.779 -4.578 -3.446
H -4.692 -2.648 -5.296
N -2.979 -3.756 -0.998
H 5.058 -1.732 0.074
F -5.294 -7.225 -2.739
C -3.838 -5.023 -5.724
H 2.525 10.740 1.471
C -6.464 -2.242 4.755
C -0.973 -3.059 -4.296
H -3.467 5.750 -0.915
C 0.560 -0.463 -4.257
F -0.119 -7.833 1.082
O -0.684 3.682 -0.150
F 1.956 -1.811 2.433
C 8.280 -4.370 -2.028
H 7.549 -6.004 -3.189
H -2.361 0.359 -2.848
H 1.773 2.872 -1.606
F -6.705 -4.158 -5.389
N 3.065 6.539 3.724
H -5.536 2.148 4.128
F -7.750 -2.656 -4.114
F 2.121 -2.306 4.608
O 3.726 0.913 3.494
H -2.814 -0.614 0.001
H -1.412 -5.085 -1.429
F -8.397 -3.269 1.086
C -3.354 -2.529 -0.627
H -7.536 -2.410 4.854
C -5.786 1.223 3.630
F -1.254 -5.961 0.911
H 2.740 2.404 -2.933
H 9.436 -2.812 -1.001
O -1.668 3.146 1.981
C 4.912 -5.009 -0.517
N -3.044 -3.856 -5.196
H -4.834 -4.589 -0.473
H 2.526 -4.332 0.488
C -5.737 -0.240 1.704
H 4.010 1.484 1.219
F -2.607 6.014 1.272
C 9.439 -3.641 -1.694
F 1.283 -0.396 3.925
F -5.178 -9.519 -2.424
H -7.232 3.087 1.756
H 1.568 6.292 2.280
C 12.009 -5.227 -3.863
C -4.031 -4.840 -1.165
H -5.088 6.513 -0.641
H 0.055 -3.283 -4.051
C 0.967 0.881 1.457
H 1.353 8.717 1.917
C -1.586 -1.799 -4.144
C 6.592 -2.802 -0.887
H 2.923 -2.688 0.668
C 1.298 0.672 -3.937
B -2.788 -1.716 3.215
S 3.969 -0.541 3.624
C -5.327 2.272 1.411
N -6.053 -1.104 3.958
C -3.636 -2.687 -5.072
C -6.001 0.109 4.476
C 2.164 6.994 2.844
C 3.393 14.926 3.211
C -5.997 -1.306 2.599
C -1.295 0.435 -3.006
F -7.733 -4.853 -0.436
C 3.742 7.352 4.563
H 11.531 -3.586 -1.714
B -2.093 -7.818 -3.252
N 2.088 0.928 0.658
H 3.603 -3.721 1.862
C 2.983 12.933 4.607
H 2.852 15.495 3.968
N 3.094 13.473 3.359
F -1.134 -8.079 -4.185
H 3.774 4.875 2.866
C 1.197 -0.806 -0.739
F -3.994 -8.230 -1.224
F -3.264 -8.455 -3.548
F -3.073 -0.407 2.966
H 2.317 0.814 -4.265
C 2.695 9.235 3.607
H -3.497 -0.712 -4.396
C 2.596 10.722 3.568
H 3.168 0.027 -0.888
C 8.397 -5.370 -2.976
C -0.476 1.503 -2.591
Cl 5.515 0.792 -1.812
C -4.118 2.341 0.675
C -1.786 -4.125 -4.864
C -2.953 -1.637 -4.517
N 10.721 -4.908 -3.230
H 0.988 -1.220 -4.897
C 2.710 11.364 2.332
N 0.836 1.511 -2.987
C -1.258 5.917 1.495
C 3.539 8.743 4.557
H -4.604 -4.674 -6.417
F -1.111 6.161 2.822
C 6.985 -4.121 -1.303
H -3.451 1.504 0.530
H 6.374 -6.188 -1.474
H 4.433 6.928 5.276
F -8.435 -4.887 -4.173
N -4.816 4.483 -0.090
H 2.748 2.639 1.681
C 2.049 8.371 2.667
C 2.229 0.021 -0.355
C -0.043 -0.055 1.129
C -3.922 3.510 -0.109
N 4.631 -3.792 0.010
H 1.324 -1.562 -1.500
H 0.954 1.598 2.264
F -1.719 -8.332 -2.052
C -0.796 -0.600 -3.776
C 5.429 -2.716 -0.174
C -6.269 3.252 1.295
C 0.048 -0.895 0.000
C 6.144 -5.208 -1.082
H 2.762 11.031 5.676
C 3.344 -3.684 0.804
H -6.760 5.145 0.377
C -0.721 -3.209 -0.637
C -4.548 5.627 -0.976
C -1.698 -4.082 -1.150
F -0.457 6.784 0.893
H -0.850 2.393 -2.107
C -5.658 1.079 2.241
H -5.983 -2.077 5.720
F -6.637 -2.912 -0.158
H -4.950 5.415 -1.966
H -5.623 -0.579 0.685
F -6.214 -8.206 -0.952
H -6.059 -2.342 2.301
H -3.220 -5.797 -6.179
O 4.560 -0.969 4.880
H -6.078 -3.115 4.227
H 4.471 15.080 3.263
H 2.141 4.758 3.889
Cl 2.419 -3.671 -2.760
C 1.715 2.674 -2.677
H 9.690 -6.273 -4.470
H 4.213 -5.807 -0.314
H -4.434 -4.902 -2.176
O 4.604 -1.106 2.406
F -6.557 -4.509 1.371
C 3.093 1.973 0.890
O 0.613 4.027 1.856
H -6.193 0.325 5.516
C 3.166 5.099 3.742

## Properties
Frontier orbital gap (eV): 0.68
Largest force on an atom (Eh/bohr): 0.079
E_HOMO (eV): -5.96
Calculated total energy (hartree): -8266.15761

---

Q: The lowest largest force on an atom belongs to which entry?
A: C62H66ClGe2MnN7O4PS2